Entry 1:
This record from OMol25 describes C11H15N3 in the gas phase at a distorted geometry. The level of theory is wB97M-V/def2-TZVPD.

Calculated values
HOMO level   -7.78 eV
Structure (SMILES)   c1cncc(N2C[C@@H]3CC[C@H]2CN3)c1
Energy above the lowest of the compared OMol25 structures with the same formula, charge and spin   69.1 kcal per mole

```
! wB97M-V def2-TZVPD RIJCOSX def2/J DEFGRID3
* xyz 0 1
C -1.23561 -1.55997 -0.68967
H 3.71002 -1.70402 1.66086
H 3.90909 -0.06265 3.47673
C 1.23951 1.23084 1.88746
C -2.33134 -0.64691 -0.05174
H 2.10742 -1.45666 -0.08387
H 0.69071 -1.32464 -1.60967
H 0.61011 2.11665 2.00322
C 3.21883 0.11283 2.62767
H 0.12214 0.55604 -3.05580
H -1.15789 -0.79141 -3.20093
N -1.94300 0.89342 -2.03106
H -1.56939 1.83323 -2.28610
C 3.06250 -0.94981 1.67730
H -1.12702 1.13648 1.26652
H -2.30253 -0.80656 1.00962
C -0.70630 0.01380 -2.47897
C -0.82175 1.33111 0.16648
H -2.72198 1.67728 -0.10503
C -2.00341 0.86138 -0.54666
C 2.09705 -0.76267 0.71145
C 1.14468 0.24961 0.78368
N 0.23793 0.38821 -0.23921
H -0.59192 2.42111 0.06028
C -0.13045 -0.68436 -1.22238
N 2.35926 1.15317 2.62115
H -3.31570 -0.77672 -0.56740
H -0.96778 -2.44859 0.00779
H -1.58318 -2.00018 -1.79170
*
```



Entry 2:
This record from OMol25 describes C32H37N3O7 in the gas phase at a distorted geometry. The level of theory is wB97M-V/def2-TZVPD.

Calculated values
HOMO level   -8.00 eV
Structure (SMILES)   CC(=O)n1cc([C@H]2C=C(C(=O)N3CCN(Cc4ccc5c(c4)OCO5)CC3)O[C@@H](OCCCCO)C2)c2ccccc21
Energy above the lowest of the compared OMol25 structures with the same formula, charge and spin   23.3 kcal per mole

```
! wB97M-V def2-TZVPD RIJCOSX def2/J DEFGRID3
* xyz 0 1
H 0.09884 -1.39680 -0.15008
C 1.61240 -2.24593 1.11605
H -4.19354 3.72835 -1.78253
N -4.67587 1.59099 -0.23531
H 2.36699 -1.58296 0.69064
C -3.45868 -2.34268 1.76749
C 6.92204 0.22026 1.28688
C -3.38702 -2.64392 -0.62649
H -2.29616 -5.40629 -1.00663
C 1.69852 -3.62876 0.46542
H 2.97197 -2.47773 -3.37601
C 3.97613 -0.30757 -1.02742
C -3.44755 2.93271 -1.85129
C 1.84384 0.38018 -1.94508
C -3.66574 1.86979 0.76941
C 0.68171 1.88606 1.82933
C 1.92903 2.76263 1.74801
O 0.99837 0.60160 1.40384
C -3.01271 -3.02558 0.66345
H -0.93777 -4.22311 -1.04510
O -0.38410 2.43296 1.07791
H 3.06524 3.72365 0.19661
H -3.17739 -2.64336 2.76284
C 0.23120 -1.63091 0.90737
C 4.39988 1.31875 0.44605
C -4.28277 -1.24250 1.54106
H 6.38113 0.31183 2.22628
C 2.89929 0.60772 -1.06508
C 2.95914 -1.62595 -2.71140
O -0.81468 2.85381 -2.39454
O 6.40686 -1.54827 -0.23484
H -4.88960 1.38877 -2.28999
C -2.98897 3.20922 0.46471
C -5.47403 0.40823 0.07109
H 1.01309 1.06243 -2.01026
H 0.07157 -0.58911 2.80217
H -0.98721 0.03504 1.51354
H 1.07552 -0.92298 -3.44344
H 0.28968 1.86571 2.86297
C -4.66293 -0.85205 0.26551
C -1.13300 2.95420 -1.21592
H 1.81610 -2.35388 2.18282
H -4.52234 -1.31282 -1.84882
O -2.18759 -4.11458 0.59495
N -2.41781 3.16509 -0.85812
C -1.99823 -4.37078 -0.78517
C 2.40227 2.85310 0.28929
H -6.18632 0.27877 -0.74723
O 1.30055 -3.63532 -0.88456
H -2.22912 3.42803 1.20975
C 6.07900 -0.49491 0.25803
H 7.82416 -0.36262 1.45176
C -4.09413 1.57665 -1.56572
C 0.01253 -0.36737 1.72483
H -2.88888 1.08680 0.80548
H 1.66432 3.75599 2.11477
C 4.02081 -1.42386 -1.84719
H -0.53036 -2.35271 1.20229
C 1.21207 3.05679 -0.58910
H -4.63982 -0.68141 2.39174
H 7.19652 1.21192 0.93399
C -4.22006 -1.57549 -0.84869
C -0.04520 2.85065 -0.19034
H -4.15345 1.91909 1.74548
H -6.03428 0.62958 0.98410
C 1.88649 -0.73650 -2.75543
H -3.74418 4.00274 0.47291
C 3.20190 1.63724 -0.10338
H 2.70021 2.33629 2.38695
N 4.90051 0.13846 -0.08334
H 1.84342 -2.99580 -1.36825
H 1.37983 3.36712 -1.60753
H 4.94341 1.86041 1.19458
H 1.01591 -4.31912 0.96890
O -2.80358 -3.48036 -1.53476
H -2.98440 2.93852 -2.83823
H -3.32027 0.79809 -1.67457
H 4.85434 -2.10509 -1.81206
H 2.72293 -4.01711 0.56263
*
```



Entry 3:
This record from OMol25 describes 2 unconnected molecules or ions with the total composition C2H4NO4 at a distorted geometry. The level of theory is wB97M-V/def2-TZVPD.

Calculated values
HOMO level   -5.23 eV
Energy above the lowest of the compared OMol25 structures with the same formula, charge and spin   25.1 kcal per mole

```
! wB97M-V def2-TZVPD RIJCOSX def2/J DEFGRID3
* xyz -1 1
H 2.63302 -0.43951 -0.61909
H -1.57501 0.13767 1.59032
O -1.90427 -1.68305 0.07288
O -0.84137 -0.36202 -1.38390
C 1.86121 0.26319 -0.04685
H -0.40000 0.98866 0.72731
N -1.22374 0.41325 0.76577
H -0.04755 0.24037 -1.27074
O 1.54034 0.15058 1.16148
C -1.23019 -0.68094 -0.17142
O 1.18755 0.97182 -0.82577
*
```



We obtain frontier orbital gap values of 8.5 8.5 9.5 eV for the records listed above, in that order.